Record 1
Formula: C35H52N6O3SbSi3Ti
Source: the Open Molecules 2025 dataset
Level of theory: the ωB97M-V functional and the def2-TZVPD basis

Cartesian coordinates (Å):
Ti 0.1442 -0.2060 1.2689
C -2.5430 2.9166 -1.9660
Sb -1.2547 1.3786 -1.2513
C -1.0790 2.2549 0.8761
C -1.9159 1.7112 1.9749
C -2.8767 2.4366 2.6622
C -3.6186 1.8049 3.6481
C -3.3817 0.4670 3.9337
C -2.3959 -0.1905 3.2258
N -1.6845 0.4223 2.2735
Si -0.7396 4.1911 0.8617
C -2.3210 5.1364 0.5442
C -0.0282 4.5504 2.5425
C 0.5455 4.4763 -0.4585
C -2.4922 -0.4324 -1.4164
C -2.0969 -1.6292 -0.6007
C -2.6475 -2.8672 -0.9832
C -2.4705 -4.0185 -0.2591
C -1.7402 -3.9562 0.9253
C -1.1839 -2.7541 1.2527
N -1.2928 -1.6182 0.4999
Si -4.4151 -0.1068 -1.2101
C -5.4031 -1.6805 -1.0110
C -4.6955 0.8427 0.3759
C -5.1121 0.8301 -2.6650
Si -2.0513 -0.8903 -3.2987
C -0.3391 -1.6472 -3.2523
C -3.2613 -2.0754 -4.0930
C -1.9520 0.6276 -4.3926
H -1.9798 3.8457 -1.9335
H -3.4470 3.0077 -1.3748
H -2.7909 2.6963 -2.9982
H -3.0491 3.4779 2.4325
H -4.3759 2.3541 4.1919
H -3.9447 -0.0588 4.6914
H -2.1713 -1.2334 3.4143
H -3.2306 4.5353 0.5345
H -2.2752 5.6647 -0.4091
H -2.4388 5.8948 1.3219
H -0.7581 4.4353 3.3452
H 0.3067 5.5911 2.5610
H 0.8367 3.9261 2.7716
H 0.2483 4.1621 -1.4612
H 1.4956 3.9996 -0.2081
H 0.7395 5.5512 -0.5115
H -3.2578 -2.8981 -1.8696
H -2.9149 -4.9469 -0.5935
H -1.6087 -4.8123 1.5707
H -0.6051 -2.6763 2.1605
H -5.1194 -2.2650 -0.1343
H -5.4170 -2.3405 -1.8781
H -6.4356 -1.3543 -0.8534
H -4.3681 0.2583 1.2396
H -5.7688 1.0126 0.4941
H -4.2108 1.8178 0.4116
H -4.9445 0.3427 -3.6255
H -4.7841 1.8645 -2.7435
H -6.1959 0.8557 -2.5173
H -0.2846 -2.5558 -2.6491
H 0.4043 -0.9370 -2.8779
H -0.0444 -1.9181 -4.2692
H -2.9428 -3.1141 -3.9898
H -3.2780 -1.8578 -5.1640
H -4.2901 -1.9949 -3.7415
H -1.1916 1.3681 -4.1368
H -2.9077 1.1319 -4.5317
H -1.6613 0.2344 -5.3722
O 0.3673 1.6996 1.0663
O 0.7471 1.2127 2.3449
C 1.1326 -0.3292 5.1140
N 2.2543 -0.9096 4.3687
C 3.5366 -0.9780 5.0918
C 2.1585 -1.3392 3.1601
O 1.0618 -1.3490 2.4699
H 1.0642 -0.8326 6.0762
H 0.2085 -0.4556 4.5611
H 1.3308 0.7297 5.2734
H 3.8136 0.0271 5.4031
H 4.3060 -1.3912 4.4459
H 3.4099 -1.6103 5.9681
H 3.0514 -1.7518 2.6943
N 7.6091 3.2941 -5.5433
C 6.8719 2.7211 -4.8762
C 5.9492 2.0062 -4.0368
C 4.5990 2.3491 -4.0513
C 3.7071 1.6623 -3.2462
C 4.1857 0.6513 -2.4286
C 5.5241 0.2960 -2.4023
C 6.4108 0.9774 -3.2181
N 3.2587 -0.0516 -1.5779
C 3.1555 -1.4230 -1.4427
C 2.1548 -1.6463 -0.5595
N 1.6401 -0.4199 -0.1537
C 2.3438 0.5135 -0.7956
H 4.2544 3.1400 -4.7025
H 2.6499 1.8954 -3.2747
H 5.8782 -0.4894 -1.7474
H 7.4612 0.7223 -3.2169
H 3.7801 -2.0973 -2.0026
H 1.7554 -2.5833 -0.2088
H 2.2116 1.5785 -0.7045

* charge: +3
* HOMO-LUMO gap: 6.483 eV
* lowest unoccupied orbital energy: -9.437 eV
* E_HOMO: -15.92 eV

Record 2
Formula: C35H52NdOP4Se
Source: the Open Molecules 2025 dataset
Level of theory: the ωB97M-V functional and the def2-TZVPD basis

Cartesian coordinates (Å):
Nd 0.5405 0.5844 -0.4523
P -0.6663 -2.0525 0.6781
P 2.5291 -0.7225 1.1231
P -1.0282 -0.6491 -2.4660
H 5.8388 2.0230 -4.7232
C 4.9870 2.6575 -5.0117
C 4.0211 3.0257 -4.1634
H 3.9773 2.7371 -3.1207
C -0.0765 -3.7289 0.2018
C -0.5395 -2.1927 2.5038
C -2.4707 -2.2681 0.4004
C 4.0386 0.0123 0.3568
C 2.8014 -0.2604 2.8646
C 3.0955 -2.4529 1.2662
C -0.3421 0.0726 -4.0174
C -2.7960 -0.2089 -2.6380
C -1.1502 -2.3771 -3.0322
H 4.9681 2.9889 -6.0709
H 3.2435 3.7187 -4.5356
H -0.6224 -4.4748 0.7947
H 0.9943 -3.8197 0.4131
H -0.2356 -3.9163 -0.8690
H -1.1951 -3.0013 2.8661
H -0.8342 -1.2472 2.9722
H 0.4880 -2.4246 2.8205
H -2.8607 -2.9721 1.1493
H -2.6981 -2.6638 -0.5991
H -2.9887 -1.3082 0.5166
H 4.8703 -0.1203 1.0660
H 3.8593 1.0867 0.1799
H 4.2917 -0.4834 -0.5934
H 3.8038 -0.5935 3.1618
H 2.0489 -0.7382 3.5005
H 2.7270 0.8243 2.9944
H 4.0245 -2.4097 1.8483
H 3.3004 -2.8807 0.2762
H 2.3829 -3.0824 1.8136
H -0.9827 -0.2376 -4.8565
H 0.6812 -0.2973 -4.1919
H -0.3329 1.1705 -3.9406
H -3.0754 -0.4512 -3.6761
H -2.9480 0.8584 -2.4397
H -3.4181 -0.7783 -1.9368
H -1.6411 -2.3513 -4.0144
H -1.7500 -2.9904 -2.3546
H -0.1477 -2.8059 -3.1380
C 3.7093 -2.6302 -3.8235
C 4.0590 -1.2541 -3.7680
C 4.7977 -0.6930 -4.8236
C 5.1883 -1.4927 -5.9048
C 4.7592 -2.8388 -5.9937
C 4.0044 -3.4123 -4.9664
Se 2.7404 -3.4585 -2.4238
H 2.1677 -2.1398 -2.0460
H 3.7838 -0.6155 -2.9183
H 5.0514 0.3613 -4.8307
H 5.8297 -1.0840 -6.6885
H 4.9978 -3.4519 -6.8606
H 3.6184 -4.4433 -5.0232
O -0.9885 1.1931 1.0731
P -2.0483 1.6475 2.1560
C -3.6430 0.9730 1.6416
C -4.3293 -0.0716 2.2911
C -5.4776 -0.6478 1.7374
C -5.9801 -0.1744 0.5270
C -5.3430 0.8996 -0.1083
C -4.2008 1.4673 0.4467
C -1.4297 1.1298 3.7688
C -2.1851 0.4354 4.7451
C -1.5660 -0.0800 5.8922
C -0.2034 0.1328 6.1142
C 0.5111 0.9391 5.2185
C -0.1014 1.4610 4.0831
C -2.2887 3.4377 2.2681
C -1.5330 4.2782 1.4512
C -1.6927 5.6626 1.5523
C -2.5941 6.2237 2.4515
C -3.3543 5.3787 3.2697
C -3.2038 3.9904 3.1820
H -3.9514 -0.4972 3.2076
H -5.9548 -1.4836 2.2470
H -6.8517 -0.6453 0.0758
H -5.7382 1.2838 -1.0501
H -3.7059 2.2946 -0.0705
H -3.2403 0.2723 4.6209
H -2.1465 -0.6649 6.5962
H 0.2951 -0.3333 6.9593
H 1.5662 1.1417 5.4029
H 0.4702 2.0910 3.4004
H -0.8206 3.8524 0.7339
H -1.1060 6.3168 0.9209
H -2.7173 7.3085 2.5345
H -4.0595 5.7952 3.9720
H -3.8078 3.3461 3.8327

* spin multiplicity: 4
* charge: +3
* HOMO-LUMO gap (alpha / beta): 5.053 / 5.764 eV
* lowest unoccupied orbital energy (alpha / beta): -9.772 / -9.061 eV
* E_HOMO (alpha / beta): -14.83 / -14.83 eV

Record 3
Formula: C35H53ErNOP2Sb
Source: the Open Molecules 2025 dataset
Level of theory: the ωB97M-V functional and the def2-TZVPD basis

Cartesian coordinates (Å):
Er 0.8569 -0.1884 -0.2516
P 0.8336 -0.6817 -2.9853
P 2.5155 -0.4754 1.9518
N 1.9678 -2.1845 -0.6387
C 1.0197 -2.5089 -2.9790
H 0.0537 -2.9400 -3.2820
H 1.7340 -2.7515 -3.7797
C 1.4843 -3.1602 -1.6713
H 0.6698 -3.7339 -1.1999
H 2.2827 -3.8922 -1.8908
C 2.6492 -2.9430 0.4877
H 3.7286 -2.9861 0.2690
H 2.2682 -3.9736 0.4661
C 2.3832 -2.3260 1.8543
H 3.1093 -2.7112 2.5850
H 1.3806 -2.6184 2.2029
C 1.9003 -0.2309 3.6934
C 0.3682 -0.2452 3.7458
H -0.0716 -1.1600 3.3256
H -0.0703 0.6208 3.2279
H 0.0450 -0.1888 4.7959
C 4.3503 -0.3027 2.0115
C 4.7373 1.1699 1.8477
H 5.8276 1.2316 1.7245
H 4.4581 1.7559 2.7336
H 4.2795 1.6318 0.9642
C 2.1632 -0.1069 -4.1380
C 2.0823 1.4035 -4.3884
H 2.9951 1.7139 -4.9143
H 2.0402 1.9724 -3.4504
H 1.2261 1.6819 -5.0172
C -0.8294 -0.3221 -3.7125
C -1.1230 1.1863 -3.6515
H -2.1792 1.3466 -3.3962
H -0.9240 1.6756 -4.6157
H -0.5388 1.7120 -2.8805
C 2.9941 0.4204 -0.5336
C 5.0221 -0.9666 3.2373
H 4.3306 -1.4971 3.9058
H 5.7617 -1.7019 2.8857
H 5.5703 -0.2186 3.8272
C 2.3060 -0.9359 -5.4274
H 2.5385 -0.2770 -6.2757
H 3.1440 -1.6412 -5.3283
H 1.4105 -1.5131 -5.6906
C -1.0453 -0.9238 -5.1013
H -2.0954 -0.7672 -5.3845
H -0.4224 -0.4365 -5.8627
H -0.8665 -2.0067 -5.1250
C 2.4696 1.0415 4.3226
H 2.3263 1.9147 3.6716
H 1.9326 1.2408 5.2600
H 3.5358 0.9535 4.5675
H 2.2826 -1.1107 4.2369
H -1.5176 -0.8371 -3.0160
H 4.6885 -0.8552 1.1195
H 3.0745 -0.2846 -3.5366
O 2.2172 1.3489 -0.9104
H 2.7534 -1.5942 -1.0480
H 4.0831 0.3154 -0.7356
C -3.1962 3.0004 4.6171
C -3.8192 1.7699 4.3784
C -3.4715 1.0078 3.2527
C -2.5071 1.4898 2.3654
C -1.8625 2.7044 2.6121
C -2.2169 3.4708 3.7311
Sb -2.0991 0.5067 0.4632
C -3.1464 -1.3843 0.8063
C -2.3799 -2.5077 1.1484
C -3.0078 -3.7387 1.3927
C -4.4018 -3.8494 1.2839
C -5.1627 -2.7222 0.9477
C -4.5360 -1.4850 0.7164
C -2.9514 2.1471 -0.7090
C -4.2972 2.1499 -1.0740
C -4.8593 3.3139 -1.6230
C -4.0711 4.4560 -1.8190
C -2.7119 4.4355 -1.4776
C -2.1474 3.2730 -0.9320
H -3.4636 3.5927 5.4956
H -4.5779 1.3968 5.0692
H -3.9679 0.0510 3.0745
H -1.0977 3.0865 1.9307
H -1.7269 4.4300 3.9038
H -1.2876 -2.4449 1.2356
H -2.4058 -4.6096 1.6667
H -4.8858 -4.8109 1.4611
H -6.2478 -2.8006 0.8677
H -5.1466 -0.6130 0.4774
H -4.9191 1.2642 -0.9240
H -5.9164 3.3268 -1.8966
H -4.5090 5.3614 -2.2418
H -2.0868 5.3195 -1.6288
H -1.0841 3.2737 -0.6744

* spin multiplicity: 4
* charge: +2
* HOMO-LUMO gap (alpha / beta): 7.595 / 7.742 eV
* lowest unoccupied orbital energy (alpha / beta): -5.852 / -5.800 eV
* E_HOMO (alpha / beta): -13.45 / -13.54 eV

Record 4
Formula: C35H53Ge2N2O2PReS
Source: the Open Molecules 2025 dataset
Level of theory: the ωB97M-V functional and the def2-TZVPD basis

Cartesian coordinates (Å):
Re -0.1987 -0.2942 -1.0224
C 5.9174 1.5285 2.4494
C 5.4495 1.3633 0.9973
Ge 3.7870 0.3677 0.8848
C 3.8812 -1.5589 0.6700
C 3.9045 -2.2418 2.0442
C 2.5361 0.8647 2.2910
C 1.3136 1.4020 2.3080
Ge 0.1936 1.8731 0.7878
C -1.5770 1.0351 0.5264
C -2.7273 1.9955 0.8707
C 0.2417 3.7709 0.3765
C 0.1409 4.6129 1.6577
C 0.6670 1.8447 3.5792
C 1.3742 2.6650 4.4605
C 0.7899 3.0927 5.6406
C -0.5078 2.7086 5.9577
C -1.2167 1.8864 5.0945
C -0.6322 1.4606 3.9094
H 6.8991 1.9991 2.4717
H 6.0102 0.5728 2.9685
H 5.2389 2.1611 3.0226
H 6.1917 0.8206 0.4096
H 5.3042 2.3348 0.5232
H 4.7862 -1.7869 0.1053
H 3.0330 -1.9044 0.0738
H 4.7237 -1.8804 2.6679
H 4.0416 -3.3170 1.9353
H 2.9746 -2.0769 2.5927
H 2.9878 0.7373 3.2787
H -1.6570 0.1234 1.1018
H -1.7092 0.7401 -0.5736
H -2.7004 2.2322 1.9326
H -3.6886 1.5312 0.6524
H -2.6807 2.9354 0.3262
H -0.5863 3.9919 -0.2891
H 1.1721 3.9879 -0.1506
H -0.7527 4.3855 2.2406
H 0.0994 5.6674 1.3864
H 1.0046 4.4687 2.3018
H 2.3764 2.9876 4.2045
H 1.3446 3.7323 6.3138
H -0.9609 3.0447 6.8803
H -2.2199 1.5702 5.3481
H -1.1821 0.7761 3.2690
O -2.4240 -5.4921 3.0021
C -1.6603 -4.4907 3.6170
C -1.2234 -3.5195 2.5606
C -0.4208 -2.4248 2.8683
C -0.0585 -1.5453 1.8747
N -0.4441 -1.6910 0.5941
C -1.1707 -2.7929 0.2768
C -1.5860 -3.7005 1.2302
C -1.3940 -3.0069 -1.1732
C -2.0320 -4.1184 -1.6792
C -2.0564 -4.3417 -3.0540
C -2.7386 -5.5486 -3.6214
O -3.1860 -6.3420 -2.5569
C -1.4051 -3.4263 -3.8818
C -0.8326 -2.3117 -3.3261
N -0.8445 -2.0704 -1.9960
H -2.7353 -6.1245 3.6587
H -0.7641 -4.8899 4.1077
H -2.2283 -3.9375 4.3754
H -0.0711 -2.2502 3.8782
H 0.5736 -0.6972 2.0955
H -2.1716 -4.5682 0.9691
H -2.4933 -4.8477 -1.0314
H -2.0282 -6.0738 -4.2713
H -3.5635 -5.1988 -4.2563
H -3.6414 -7.1221 -2.8921
H -1.3502 -3.5755 -4.9522
H -0.3313 -1.5779 -3.9417
S 2.8300 1.2544 -1.0899
C 1.2890 0.6897 -0.7801
C -2.1132 3.3973 -2.3573
C -0.7817 2.9054 -2.9153
P -0.6348 1.0975 -3.0437
C -2.1933 0.6075 -3.8710
C -2.5990 1.3690 -5.1366
C 0.8533 0.8633 -4.0991
C 0.6754 0.8936 -5.6165
H -2.0657 4.4644 -2.1421
H -2.3887 2.8789 -1.4417
H -2.9257 3.2514 -3.0670
H 0.0733 3.2520 -2.3321
H -0.6378 3.2871 -3.9294
H -2.9502 0.7581 -3.0927
H -2.1780 -0.4664 -4.0593
H -2.5881 2.4487 -4.9961
H -3.6172 1.0890 -5.4039
H -1.9616 1.1316 -5.9823
H 1.3459 -0.0635 -3.7923
H 1.5251 1.6675 -3.7823
H 0.0391 0.0811 -5.9677
H 1.6477 0.7809 -6.0944
H 0.2506 1.8360 -5.9587

* charge: +3
* HOMO-LUMO gap: 6.148 eV
* lowest unoccupied orbital energy: -9.763 eV
* E_HOMO: -15.91 eV

Largest force on an atom: 0.51; 2.36; 2.01; 2.02 (eV Å⁻¹)